[1]
ORCA calculation (ωB97M-V/def2-TZVPD) on the molecule C4H8O2.

XYZ file:
```
14
Properties=species:S:1:pos:R:3:mulliken_charge:R:1
C 0.6733 1.4231 0.4265 -1.3811
C 0.0473 0.0718 0.1717 1.3006
C -0.1896 -0.2946 -1.2897 -0.6564
O -1.1037 -1.3526 -1.4003 -0.5436
C 0.0975 -1.0109 1.1560 -0.6923
O -1.0856 -0.2263 0.9941 -0.5562
H -0.1162 2.1812 0.4671 0.3008
H 1.3623 1.6950 -0.3804 0.3437
H 1.2207 1.4505 1.3729 0.3827
H 0.7529 -0.6124 -1.7519 0.2990
H -0.5392 0.5991 -1.8339 0.3169
H -1.7598 -1.1844 -0.7038 0.3448
H 0.6196 -0.8575 2.1001 0.2963
H 0.0058 -2.0438 0.8234 0.2450
```

Computed properties:
Maximum force   0.00582 Eh/bohr
Gap between HOMO and LUMO   11.18 eV
Highest occupied orbital energy   -10.222 eV
Charge   0
Energy relative to the best compared isomer or geometry (same formula, charge and spin)   43.16 kcal/mol
Structure (SMILES)   C[C@@]1(CO)CO1
Calculated total energy   -8371.410 eV

***

[2]
ORCA calculation (ωB97M-V/def2-TZVPD) on a structure of composition C4H8O2.

XYZ file:
```
14
Properties=species:S:1:pos:R:3:mulliken_charge:R:1
C 1.9688 0.0245 -0.3714 -0.5067
O 0.9646 -0.7576 -0.1795 -0.3988
C -0.7971 0.0894 -0.2709 0.2449
C -1.6965 -1.0440 0.0944 -1.1787
C -0.3832 1.0527 0.6338 -0.1464
O 0.4978 1.9187 0.2570 -0.4714
H 2.3024 0.1984 -1.4066 0.3158
H 1.4336 1.2655 -0.0819 0.2675
H 2.7452 0.0326 0.4070 0.3499
H -0.6947 0.3271 -1.3259 0.2998
H -1.2707 -1.9808 -0.2796 0.3086
H -1.8139 -1.1296 1.1788 0.2937
H -2.6847 -0.9159 -0.3601 0.3334
H -0.5717 0.9191 1.7050 0.2885
```

Computed properties:
Maximum force   0.00766 Eh/bohr
Gap between HOMO and LUMO   8.99 eV
Highest occupied orbital energy   -8.920 eV
Charge   0
Energy relative to the best compared isomer or geometry (same formula, charge and spin)   95.14 kcal/mol
Calculated total energy   -8369.156 eV

***

[3]
ORCA calculation (ωB97M-V/def2-TZVPD) on the molecule C4H8O2.

XYZ file:
```
14
Properties=species:S:1:pos:R:3:mulliken_charge:R:1
O 1.5895 -1.3541 -0.1494 -0.5245
C 1.3011 -0.0814 -0.7018 -0.6288
C 0.4172 0.6706 0.2771 0.1341
C -1.0175 1.1272 0.1843 -0.8713
C -0.7250 -0.1833 0.8182 0.1527
O -1.1381 -1.3161 0.0779 -0.5625
H 0.9229 -1.9678 -0.4747 0.3028
H 0.8617 -0.1577 -1.7035 0.2649
H 2.2794 0.3983 -0.8082 0.3354
H 0.9946 1.2796 0.9776 0.2772
H -1.5455 1.0923 -0.7662 0.2794
H -1.3043 1.9389 0.8435 0.2422
H -0.7346 -0.3863 1.8841 0.3186
H -1.9015 -1.0603 -0.4589 0.2798
```

Computed properties:
Maximum force   0.01387 Eh/bohr
Gap between HOMO and LUMO   10.57 eV
Highest occupied orbital energy   -9.707 eV
Charge   0
Energy relative to the best compared isomer or geometry (same formula, charge and spin)   53.55 kcal/mol
Structure (SMILES)   OC[C@H]1C[C@H]1O
Calculated total energy   -8370.960 eV

***

[4]
ORCA calculation (ωB97M-V/def2-TZVPD) on the molecule C4H8O2.

XYZ file:
```
14
Properties=species:S:1:pos:R:3:mulliken_charge:R:1
C -1.8652 -0.3641 -1.8754 -0.5576
C -1.8260 -0.6342 -0.5769 -0.0774
O -0.9791 -0.0728 0.3330 -0.2239
O 0.0833 0.5352 -0.4112 -0.1965
C 1.0778 0.9346 0.5098 -0.1854
C 1.6789 -0.1943 1.3315 -1.0257
H -2.5281 -0.9169 -2.5251 0.2557
H -1.2242 0.3917 -2.3075 0.2544
H -2.4578 -1.3598 -0.0726 0.3061
H 0.6966 1.7418 1.1480 0.2664
H 1.8218 1.3578 -0.1729 0.2617
H 1.9783 -1.0268 0.6869 0.2903
H 0.9757 -0.5692 2.0791 0.2723
H 2.5681 0.1770 1.8532 0.3597
```

Computed properties:
Maximum force   0.00485 Eh/bohr
Gap between HOMO and LUMO   10.02 eV
Highest occupied orbital energy   -8.911 eV
Charge   0
Energy relative to the best compared isomer or geometry (same formula, charge and spin)   98.74 kcal/mol
Structure (SMILES)   C=COOCC
Calculated total energy   -8369.000 eV

***

[5]
ORCA calculation (ωB97M-V/def2-TZVPD) on a structure of composition C4H8O2.

XYZ file:
```
14
Properties=species:S:1:pos:R:3:mulliken_charge:R:1
O -2.1528 0.5738 -0.8446 -0.5001
C -0.9904 1.0316 -0.1670 -0.4993
C -0.0483 -0.1031 0.0214 0.1754
C 1.0099 -0.6390 -0.9291 -0.3388
O 1.9365 -0.7458 0.2241 -0.3118
C 0.9713 -0.3014 1.0209 -0.3552
H -2.6653 1.3487 -1.1077 0.3097
H -1.2478 1.4467 0.8217 0.2476
H -0.5298 1.8547 -0.7483 0.3018
H -0.1707 -1.2138 0.9723 -0.1663
H 0.8603 -1.6396 -1.3521 0.1964
H 1.4330 0.0370 -1.6827 0.2425
H 0.4032 -1.7646 1.7680 0.2699
H 1.1911 0.1147 2.0033 0.4282
```

Computed properties:
Maximum force   0.00948 Eh/bohr
Gap between HOMO and LUMO   7.90 eV
Highest occupied orbital energy   -7.367 eV
Charge   0
Energy relative to the best compared isomer or geometry (same formula, charge and spin)   168.62 kcal/mol
Calculated total energy   -8365.970 eV

***

[6]
ORCA calculation (ωB97M-V/def2-TZVPD) on the molecule C4H8O2.

XYZ file:
```
14
Properties=species:S:1:pos:R:3:mulliken_charge:R:1
C 1.3960 1.3804 -0.4655 -0.8548
C 1.2904 0.4185 0.7177 -0.2481
O 0.0027 -0.2885 0.8516 -0.3538
C -0.7426 -0.6243 -0.2124 0.7457
C -2.0489 -1.3154 0.1007 -0.9185
O -0.4494 -0.4337 -1.3722 -0.6031
H 0.6311 1.0763 -1.1699 0.3116
H 1.2442 2.4275 -0.1950 0.2795
H 2.3463 1.2706 -0.9969 0.2879
H 2.0738 -0.3469 0.6869 0.2656
H 1.3710 0.9370 1.6771 0.2499
H -2.3658 -1.2701 1.1414 0.2998
H -1.9440 -2.3606 -0.2093 0.2546
H -2.8048 -0.8709 -0.5542 0.2837
```

Computed properties:
Maximum force   0.01082 Eh/bohr
Gap between HOMO and LUMO   10.96 eV
Highest occupied orbital energy   -9.973 eV
Charge   0
Energy relative to the best compared isomer or geometry (same formula, charge and spin)   18.20 kcal/mol
Structure (SMILES)   CCOC(C)=O
Calculated total energy   -8372.493 eV

***

[7]
ORCA calculation (ωB97M-V/def2-TZVPD) on the molecule C4H8O2.

XYZ file:
```
14
Properties=species:S:1:pos:R:3:mulliken_charge:R:1
O 1.0430 1.6503 -0.8818 -0.5314
C -0.0079 1.3047 -0.0047 -0.7284
C 1.4640 -0.5464 0.8191 -0.3903
C -0.8842 -0.0112 -0.3090 -0.3511
C -0.3863 -1.4703 -0.1526 -0.5086
O 1.0475 -1.3310 -0.1282 -0.1619
H 1.8809 1.2974 -0.5437 0.4024
H 0.2912 1.4819 1.0434 0.4454
H -0.7789 2.0402 -0.2107 0.3719
H 0.6307 -0.4852 1.5739 0.2086
H -1.8104 0.1171 0.2631 0.2689
H -1.1012 0.1282 -1.3658 0.3378
H -0.6586 -2.1181 -0.9987 0.2972
H -0.7015 -1.9907 0.7644 0.3394
```

Computed properties:
Maximum force   0.02463 Eh/bohr
Gap between HOMO and LUMO   9.39 eV
Highest occupied orbital energy   -8.852 eV
Charge   0
Energy relative to the best compared isomer or geometry (same formula, charge and spin)   114.90 kcal/mol
Calculated total energy   -8368.299 eV

***

[8]
ORCA calculation (ωB97M-V/def2-TZVPD) on a structure of composition C4H8O2.

XYZ file:
```
14
Properties=species:S:1:pos:R:3:mulliken_charge:R:1
C 2.3648 -0.4264 0.1042 -0.6701
C 0.4623 1.0127 -0.1627 -0.1058
C -0.8508 1.2713 -0.1142 -0.3072
C -1.7583 -0.0092 0.1637 -0.3437
H 2.8809 0.5140 0.6130 0.2678
H 2.8541 -0.1151 -1.1819 0.2701
H 2.6800 -1.4965 0.2418 0.3062
H 1.2357 1.7367 -0.2190 0.3585
H -1.4674 2.4999 0.2249 0.2240
H -2.0238 0.0573 1.2919 0.2286
H -2.6652 0.2194 -0.4974 0.2521
H -0.2103 -0.9196 -0.4884 0.4534
O 0.8392 -0.2597 0.1642 -0.3262
O -1.4132 -1.4387 -0.1557 -0.6076
```

Computed properties:
Maximum force   0.13524 Eh/bohr
Gap between HOMO and LUMO   9.26 eV
Highest occupied orbital energy   -8.740 eV
Charge   0
Energy relative to the best compared isomer or geometry (same formula, charge and spin)   178.71 kcal/mol
Calculated total energy   -8365.532 eV

***

[9]
ORCA calculation (ωB97M-V/def2-TZVPD) on the molecule C4H8O2.

XYZ file:
```
14
Properties=species:S:1:pos:R:3:mulliken_charge:R:1
O -1.3164 1.6833 -0.9893 -0.4760
C -1.7650 0.7861 -0.3059 0.0320
C -1.0095 -0.1287 0.6335 -0.5052
C 0.1063 -0.8849 -0.0695 -0.6676
C 1.3530 -0.0883 -0.4194 -0.3525
O 1.9195 0.4269 0.7722 -0.5228
H -2.8497 0.5863 -0.2719 0.3130
H -1.6969 -0.8400 1.1308 0.2991
H -0.6207 0.4808 1.4545 0.2957
H 0.4053 -1.7211 0.5683 0.3550
H -0.3051 -1.2951 -0.9998 0.3216
H 2.0360 -0.8040 -0.8999 0.2736
H 1.1452 0.7153 -1.1409 0.3263
H 2.5792 1.0859 0.5247 0.3079
```

Computed properties:
Maximum force   0.02128 Eh/bohr
Gap between HOMO and LUMO   10.61 eV
Highest occupied orbital energy   -9.720 eV
Charge   0
Energy relative to the best compared isomer or geometry (same formula, charge and spin)   30.51 kcal/mol
Structure (SMILES)   O=CCCCO
Calculated total energy   -8371.959 eV

***

[10]
ORCA calculation (ωB97M-V/def2-TZVPD) on the molecule C4H8O2.

XYZ file:
```
14
Properties=species:S:1:pos:R:3:mulliken_charge:R:1
C 0.5609 1.3005 -0.0702 -1.3895
C 0.4654 -0.2354 -0.0825 0.5826
C 0.5058 -0.6385 -1.5357 -0.1557
O 1.5158 -0.8917 -2.1398 -0.4604
C -0.7970 -0.7188 0.6339 -0.5939
O -0.9994 0.1516 1.7309 -0.5045
H 1.5303 1.6160 -0.4658 0.3887
H 0.4403 1.6741 0.9472 0.3317
H -0.2327 1.7462 -0.6819 0.3386
H 1.3485 -0.6516 0.4108 0.2159
H -0.4760 -0.6127 -2.0578 0.3090
H -1.6622 -0.7006 -0.0532 0.2848
H -0.6703 -1.7649 0.9594 0.3502
H -1.5295 -0.2742 2.4046 0.3024
```

Computed properties:
Maximum force   0.00656 Eh/bohr
Gap between HOMO and LUMO   10.51 eV
Highest occupied orbital energy   -9.795 eV
Charge   0
Energy relative to the best compared isomer or geometry (same formula, charge and spin)   30.11 kcal/mol
Structure (SMILES)   C[C@H](C=O)CO
Calculated total energy   -8371.976 eV

***

[11]
ORCA calculation (ωB97M-V/def2-TZVPD) on a cluster of 2 separate species, C4H8O2 in total.

XYZ file:
```
14
Properties=species:S:1:pos:R:3:mulliken_charge:R:1
C 0.3028 -0.2065 2.0630 -1.1577
C -0.0382 -0.5637 0.6359 0.5739
O 0.3050 -1.6051 0.1258 -0.4848
C -0.8327 0.4734 -0.1201 -0.0356
C -0.2004 1.2204 -1.2181 -0.3472
O -1.1417 0.1956 -1.4648 -0.3878
H -0.5845 -0.3251 2.6957 0.3089
H 1.0863 -0.8754 2.4235 0.3277
H 0.6295 0.8362 2.1421 0.3456
H -1.6231 0.9678 0.4494 0.3825
H 0.8267 0.9897 -1.5013 0.2239
H -0.5385 2.2353 -1.4278 0.2772
H 1.1504 -1.6930 -2.6810 0.1774
H 0.6585 -1.6498 -2.1225 -0.2040
```

Computed properties:
Maximum force   0.01012 Eh/bohr
Gap between HOMO and LUMO   10.79 eV
Highest occupied orbital energy   -9.937 eV
Charge   0
Energy relative to the best compared isomer or geometry (same formula, charge and spin)   68.85 kcal/mol
Structure (SMILES)   CC(=O)[C@H]1CO1.[H][H]
Calculated total energy   -8370.296 eV

***

[12]
ORCA calculation (ωB97M-V/def2-TZVPD) on a cluster of 2 separate species, C4H8O2 in total.

XYZ file:
```
14
Properties=species:S:1:pos:R:3:mulliken_charge:R:1
C 1.5215 0.8405 -0.0747 -1.1101
C 0.7591 -0.3168 -0.6577 -0.0165
C -0.4343 -0.2563 -1.2520 -0.3366
O -1.2109 0.8449 -1.4423 -0.4909
H 0.9206 1.7557 0.0039 0.3327
H 1.8730 0.6061 0.9363 0.2875
H 2.4051 1.0848 -0.6767 0.2981
H 1.2211 -1.2981 -0.5970 0.3360
H -0.9260 -1.1406 -1.6469 0.4249
H -0.7238 1.6300 -1.1584 0.2777
C -1.3506 -0.9352 1.6368 -0.0081
O -1.1283 -2.0219 2.1060 -0.4221
H -0.7615 -0.0376 1.9148 0.1896
H -2.1650 -0.7554 0.9079 0.2379
```

Computed properties:
Maximum force   0.00996 Eh/bohr
Gap between HOMO and LUMO   9.70 eV
Highest occupied orbital energy   -9.053 eV
Charge   0
Energy relative to the best compared isomer or geometry (same formula, charge and spin)   51.61 kcal/mol
Structure (SMILES)   C/C=C\O.C=O
Calculated total energy   -8371.044 eV